{"formula": "C24H33N3O3", "method": "wB97M-V/def2-TZVPD", "lumo_ev": 0.73, "e_above_lowest_kcal_mol": 68.3, "multiplicity": 1, "charge": 0, "energy_ha": -1324.3003, "smiles": "C=CCC1(CC=C)CCCN1C(=O)C[C@H]1C(=O)NCCN1Cc1ccccc1OC", "orbital_gap_ha": 0.3263, "elements": ["C", "C", "C", "C", "C", "C", "C", "C", "C", "C", "N", "C", "O", "C", "C", "C", "O", "N", "C", "C", "N", "C", "C", "C", "C", "C", "C", "C", "O", "C", "H", "H", "H", "H", "H", "H", "H", "H", "H", "H", "H", "H", "H", "H", "H", "H", "H", "H", "H", "H", "H", "H", "H", "H", "H", "H", "H", "H", "H", "H", "H", "H", "H"], "xyz": [[-4.76829, -2.38157, 0.87178], [-5.07846, -1.12178, 0.62587], [-4.21673, 0.03358, 1.02237], [-3.27848, 0.50071, -0.11209], [-2.42718, 1.68868, 0.38246], [-3.25034, 2.89095, 0.71071], [-3.31765, 3.43545, 1.91154], [-4.03664, 0.86872, -1.39748], [-3.96495, -0.37989, -2.26619], [-2.59295, -0.94768, -1.92492], [-2.39939, -0.60184, -0.52808], [-1.47225, -1.12210, 0.29180], [-1.38476, -0.81393, 1.47381], [-0.48881, -2.12376, -0.30302], [0.85164, -1.44341, -0.71149], [0.63517, 0.05961, -0.88210], [0.10738, 0.52747, -1.87939], [1.03369, 0.84421, 0.12792], [1.73590, 0.44988, 1.32775], [1.73109, -1.07694, 1.48201], [1.88848, -1.79216, 0.23704], [3.23852, -1.88045, -0.29223], [3.89931, -0.57956, -0.69166], [3.57667, 0.04985, -1.88215], [4.14844, 1.26141, -2.23533], [5.07379, 1.84598, -1.39413], [5.43162, 1.22636, -0.20735], [4.84828, 0.01879, 0.15472], [5.13304, -0.64959, 1.31488], [6.11765, -0.12829, 2.17118], [-5.39790, -3.20009, 0.56414], [-3.86554, -2.64261, 1.39914], [-5.99485, -0.87996, 0.10143], [-3.58613, -0.25359, 1.86383], [-4.83349, 0.88419, 1.31855], [-1.86694, 1.37368, 1.26247], [-1.71873, 1.93466, -0.41453], [-3.80839, 3.32299, -0.11006], [-3.91568, 4.30852, 2.11230], [-2.77362, 3.02679, 2.74731], [-3.52041, 1.68567, -1.90306], [-5.05891, 1.17763, -1.18917], [-4.74163, -1.09052, -1.98356], [-4.06137, -0.15691, -3.32707], [-1.80677, -0.48141, -2.52928], [-2.57084, -2.02892, -2.07106], [-0.25544, -2.85954, 0.46782], [-0.91073, -2.64113, -1.15891], [1.13877, -1.83850, -1.69068], [0.89059, 1.83616, -0.00833], [2.75962, 0.83881, 1.27950], [1.23665, 0.90035, 2.19163], [0.76840, -1.36979, 1.90849], [2.52824, -1.37690, 2.16305], [3.19657, -2.54302, -1.16233], [3.84570, -2.36187, 0.47756], [2.86569, -0.41276, -2.54986], [3.87245, 1.73838, -3.16282], [5.53176, 2.78823, -1.65640], [6.16428, 1.69783, 0.42884], [7.08859, -0.05203, 1.67143], [5.83314, 0.85297, 2.56584], [6.19312, -0.83604, 2.99558]], "atomic_forces_ev_per_a": [[-0.081, -0.209, -0.025], [-0.053, 0.260, 0.112], [0.075, -0.052, -0.071], [-0.023, 0.379, 0.490], [-0.050, -0.063, 0.078], [0.124, -0.125, -0.171], [-0.088, 0.166, 0.104], [0.046, -0.167, -0.033], [0.043, -0.054, 0.055], [0.065, -0.211, -0.600], [-0.180, 0.156, -0.006], [-0.074, -0.590, -0.200], [0.074, 0.057, 0.393], [-0.140, 0.203, 0.031], [-0.067, -0.162, 0.000], [0.322, 0.028, -0.083], [-0.151, -0.002, -0.424], [-0.028, 0.362, 0.186], [0.239, -0.196, 0.297], [-0.120, 0.150, 0.258], [0.079, -0.193, -0.107], [0.077, -0.065, 0.034], [0.198, -0.087, 0.163], [0.183, -0.004, 0.128], [-0.007, 0.115, -0.119], [-0.076, -0.006, -0.092], [0.137, -0.080, 0.334], [-0.034, -0.018, -0.235], [-0.299, -0.025, -0.328], [0.180, 0.101, 0.187], [-0.162, -0.109, -0.087], [0.225, 0.003, 0.163], [-0.137, -0.091, -0.102], [-0.058, 0.088, 0.014], [0.021, -0.005, 0.024], [0.024, 0.044, -0.059], [0.037, -0.048, -0.033], [-0.140, 0.152, -0.060], [-0.133, 0.170, -0.020], [0.149, -0.145, 0.146], [-0.006, 0.091, 0.004], [-0.035, 0.096, 0.026], [0.011, 0.016, -0.055], [-0.002, -0.036, -0.031], [-0.095, -0.128, 0.009], [0.023, 0.069, -0.003], [-0.049, 0.083, -0.067], [0.018, -0.017, -0.002], [-0.019, 0.175, 0.090], [-0.046, -0.150, -0.168], [-0.140, -0.032, 0.083], [0.049, -0.072, -0.022], [0.121, 0.043, 0.054], [-0.025, 0.028, 0.024], [0.067, 0.022, 0.055], [-0.038, -0.046, -0.174], [-0.118, -0.074, -0.076], [-0.025, 0.052, -0.087], [0.039, 0.071, -0.024], [0.057, 0.014, 0.080], [-0.047, 0.015, 0.010], [0.024, -0.032, -0.038], [0.038, 0.082, -0.031]]}



{"formula": "C24H33N3O5", "method": "wB97M-V/def2-TZVPD", "lumo_ev": 0.66, "e_above_lowest_kcal_mol": 2.2, "multiplicity": 1, "charge": 0, "energy_ha": -1474.8792, "smiles": "CC(C)C[C@H](NC(=O)[C@H]1CC(=O)N(c2ccc3c(c2)OCO3)C1)C(=O)NC1CCCCC1", "orbital_gap_ha": 0.3098, "elements": ["C", "C", "C", "C", "C", "N", "C", "O", "C", "C", "C", "O", "N", "C", "C", "C", "C", "C", "C", "O", "C", "O", "C", "C", "O", "N", "C", "C", "C", "C", "C", "C", "H", "H", "H", "H", "H", "H", "H", "H", "H", "H", "H", "H", "H", "H", "H", "H", "H", "H", "H", "H", "H", "H", "H", "H", "H", "H", "H", "H", "H", "H", "H", "H", "H"], "xyz": [[-1.00622, -2.39432, 4.08962], [-1.23806, -2.51481, 2.58436], [-2.35079, -3.51861, 2.29464], [-1.55762, -1.12945, 2.01133], [-1.68587, -1.10048, 0.47853], [-0.46830, -1.53308, -0.16334], [-0.37238, -2.68587, -0.84932], [-1.24043, -3.53638, -0.85183], [0.92193, -2.85618, -1.64613], [0.82974, -2.04046, -2.94025], [1.48283, -0.70838, -2.59956], [1.42231, 0.30131, -3.25506], [2.16995, -0.87843, -1.42930], [2.89232, 0.12202, -0.75932], [2.43223, 1.43405, -0.77245], [3.12077, 2.44738, -0.11471], [4.26584, 2.10150, 0.56050], [4.71982, 0.78319, 0.58653], [4.05718, -0.22771, -0.06177], [5.86832, 0.70905, 1.33087], [6.13432, 2.02835, 1.75847], [5.12107, 2.88950, 1.29005], [2.15453, -2.25390, -0.96457], [-1.91706, 0.35518, 0.05426], [-0.98566, 1.06390, -0.27461], [-3.19228, 0.76231, 0.12316], [-3.61470, 2.11149, -0.20161], [-4.40906, 2.72242, 0.95618], [-5.77852, 2.06624, 1.11926], [-6.57005, 2.14425, -0.18264], [-5.79972, 1.47809, -1.31861], [-4.43370, 2.13588, -1.49651], [-0.73267, -3.35896, 4.50999], [-1.91103, -2.04943, 4.58611], [-0.20672, -1.68843, 4.30403], [-0.31674, -2.87840, 2.11749], [-2.40268, -3.73986, 1.23224], [-2.15569, -4.45120, 2.81855], [-3.31249, -3.13413, 2.62989], [-2.49120, -0.76534, 2.44699], [-0.76269, -0.43391, 2.29317], [-2.49823, -1.75244, 0.14512], [0.18946, -0.77619, -0.31095], [1.03803, -3.92344, -1.84129], [1.39535, -2.50566, -3.75022], [-0.19132, -1.89025, -3.28880], [1.52160, 1.66930, -1.29686], [2.76412, 3.46275, -0.12679], [4.43312, -1.23574, -0.03610], [7.10980, 2.35373, 1.36102], [6.16503, 2.05847, 2.85950], [3.06003, -2.78321, -1.28776], [2.09800, -2.28946, 0.12592], [-3.91090, 0.10088, 0.36836], [-2.68660, 2.67363, -0.35051], [-3.83340, 2.62755, 1.87910], [-4.54461, 3.78606, 0.75335], [-6.32708, 2.56934, 1.91795], [-5.66269, 1.02037, 1.41434], [-7.54133, 1.66173, -0.05712], [-6.74697, 3.19229, -0.43386], [-5.67808, 0.41340, -1.10568], [-6.36512, 1.56122, -2.24858], [-4.57161, 3.17659, -1.79470], [-3.87110, 1.63268, -2.28478]], "atomic_forces_ev_per_a": [[0.105, -0.037, -0.287], [-0.220, 0.134, 0.135], [0.261, 0.069, -0.112], [0.133, -0.365, -0.169], [0.017, 0.144, 0.189], [-0.101, 0.489, 0.226], [0.579, -0.120, -0.097], [-0.252, -0.290, -0.120], [-0.142, -0.130, -0.042], [-0.050, 0.003, -0.048], [-0.179, -0.195, -0.378], [-0.049, 0.207, -0.159], [-0.065, -0.190, 0.249], [0.156, 0.496, 0.126], [-0.095, -0.176, -0.089], [0.380, 0.022, 0.258], [0.100, -0.600, -0.083], [-0.290, 0.565, -0.055], [0.133, 0.126, 0.090], [-0.279, -0.381, -0.238], [0.995, 0.377, 0.692], [-0.424, 0.129, -0.221], [0.128, -0.268, 0.029], [-0.110, -0.662, 0.044], [0.324, 0.242, -0.102], [-0.504, 0.100, 0.038], [0.149, 0.455, -0.087], [0.058, -0.200, 0.031], [-0.034, 0.338, -0.104], [0.002, -0.333, 0.077], [-0.033, 0.351, -0.058], [0.073, -0.213, 0.065], [0.018, -0.090, 0.102], [-0.119, 0.046, 0.100], [0.081, 0.086, 0.088], [0.003, 0.040, 0.001], [-0.099, -0.050, -0.088], [-0.033, -0.131, 0.061], [-0.163, 0.047, 0.086], [-0.043, 0.047, 0.084], [-0.014, 0.092, 0.013], [0.058, 0.095, 0.008], [0.050, -0.112, -0.078], [-0.047, 0.130, 0.096], [0.010, 0.031, -0.006], [0.049, 0.040, -0.036], [-0.054, -0.012, -0.033], [-0.068, 0.150, -0.006], [0.044, -0.174, -0.015], [-0.261, -0.091, 0.012], [-0.086, -0.035, -0.259], [-0.056, -0.002, 0.095], [0.030, 0.002, -0.057], [0.170, -0.127, -0.002], [-0.180, -0.094, 0.035], [0.053, 0.078, -0.015], [-0.002, 0.079, 0.011], [0.014, -0.107, 0.070], [-0.041, -0.088, 0.087], [-0.053, 0.077, -0.017], [-0.060, 0.075, -0.015], [-0.036, -0.111, -0.034], [0.010, -0.123, -0.016], [0.000, 0.070, -0.048], [0.053, 0.076, -0.029]]}



{"formula": "C24H33N5O5", "method": "wB97M-V/def2-TZVPD", "lumo_ev": 0.38, "e_above_lowest_kcal_mol": 1.3, "multiplicity": 1, "charge": 0, "energy_ha": -1584.3831, "smiles": "COC(=O)c1[nH]c2cccc(OC)c2c1NC(=O)CN1CCC(C(N)=O)(N2CCCCC2)CC1", "orbital_gap_ha": 0.2946, "elements": ["C", "O", "C", "O", "C", "N", "C", "C", "C", "C", "C", "O", "C", "C", "C", "N", "C", "O", "C", "N", "C", "C", "C", "C", "N", "O", "N", "C", "C", "C", "C", "C", "C", "C", "H", "H", "H", "H", "H", "H", "H", "H", "H", "H", "H", "H", "H", "H", "H", "H", "H", "H", "H", "H", "H", "H", "H", "H", "H", "H", "H", "H", "H", "H", "H", "H", "H"], "xyz": [[-1.05515, -2.50221, -3.84411], [0.29399, -2.21219, -3.51971], [0.48762, -1.60077, -2.32755], [-0.42718, -1.31259, -1.58095], [1.87914, -1.34044, -2.06544], [2.88743, -1.64214, -2.95844], [4.08180, -1.27961, -2.42796], [5.36669, -1.40612, -2.95027], [6.40287, -0.92801, -2.18381], [6.19138, -0.29960, -0.95289], [4.92059, -0.14686, -0.42693], [4.61635, 0.53219, 0.69936], [5.66401, 0.95251, 1.53839], [3.84428, -0.69587, -1.15839], [2.44265, -0.76519, -0.93121], [1.75819, -0.37052, 0.20300], [2.12125, -0.71929, 1.47203], [3.07219, -1.40882, 1.75350], [1.20344, -0.10279, 2.52031], [-0.18246, -0.04754, 2.09877], [-0.79157, -1.36448, 2.02904], [-2.11238, -1.29727, 1.25778], [-2.95037, -0.04332, 1.61005], [-4.38410, -0.58327, 1.81365], [-4.99709, -0.84920, 0.64227], [-4.87829, -0.81805, 2.89403], [-3.03630, 0.90431, 0.50042], [-1.82215, 1.33038, -0.16674], [-2.19190, 1.90230, -1.53564], [-3.13121, 3.09285, -1.37523], [-4.33817, 2.67344, -0.54261], [-3.86860, 2.06251, 0.77716], [-2.44944, 0.52538, 2.94741], [-0.95366, 0.83841, 2.96482], [-1.50021, -3.14512, -3.08170], [-1.63635, -1.57964, -3.90888], [-1.03504, -3.00823, -4.80589], [2.73158, -2.07914, -3.85019], [5.53573, -1.86243, -3.91261], [7.41663, -1.01746, -2.54477], [7.04985, 0.08169, -0.42397], [6.28584, 1.71375, 1.05456], [6.28810, 0.10940, 1.84690], [5.18386, 1.38238, 2.41587], [0.79268, -0.07624, 0.09190], [1.34323, -0.65487, 3.46551], [1.55586, 0.92299, 2.67444], [-0.10794, -2.03689, 1.50502], [-0.95722, -1.77977, 3.03735], [-1.91860, -1.31744, 0.18762], [-2.68806, -2.19233, 1.50324], [-4.56142, -0.51606, -0.20199], [-5.94711, -1.17911, 0.63670], [-1.16562, 0.47695, -0.30610], [-1.28186, 2.10036, 0.40778], [-1.28349, 2.20029, -2.06220], [-2.68434, 1.12302, -2.11993], [-3.45196, 3.46297, -2.35120], [-2.60435, 3.90318, -0.86539], [-4.98097, 3.53203, -0.34024], [-4.92186, 1.93290, -1.09294], [-4.73154, 1.75759, 1.37388], [-3.31823, 2.83421, 1.34381], [-2.68577, -0.22205, 3.70640], [-3.01223, 1.42281, 3.20539], [-0.76931, 1.86463, 2.62834], [-0.60378, 0.76750, 4.00916]], "atomic_forces_ev_per_a": [[-0.470, -0.025, 0.035], [0.519, 0.148, 0.240], [-0.386, -0.110, -0.062], [0.150, -0.048, -0.160], [0.310, 0.328, 0.611], [-0.114, -0.084, -0.202], [0.050, 0.273, 0.541], [0.340, -0.031, -0.111], [-0.259, -0.186, -0.332], [-0.025, 0.259, 0.560], [0.160, -0.046, -0.240], [-0.172, -0.101, -0.395], [0.208, 0.087, 0.134], [0.065, -0.057, -0.175], [-0.192, -0.490, -0.646], [-0.404, 0.273, -0.228], [-0.228, 0.016, 0.281], [0.065, -0.123, 0.079], [0.006, -0.063, 0.115], [0.141, -0.079, 0.058], [-0.145, -0.140, -0.102], [0.211, -0.034, 0.106], [-0.053, -0.056, 0.490], [0.171, 0.095, -0.211], [-0.349, -0.157, -0.366], [-0.078, -0.044, 0.405], [0.174, 0.055, 0.020], [0.106, -0.146, -0.487], [0.162, 0.225, 0.207], [-0.134, -0.228, -0.136], [0.167, 0.213, 0.204], [-0.334, 0.076, -0.181], [-0.068, -0.105, -0.173], [-0.042, 0.303, -0.013], [0.015, 0.044, -0.098], [0.021, -0.095, -0.015], [0.008, 0.028, 0.047], [0.033, 0.048, 0.058], [0.053, -0.058, -0.105], [0.073, -0.011, -0.048], [0.041, 0.071, 0.087], [-0.028, -0.056, 0.023], [-0.019, 0.014, -0.026], [0.072, -0.014, -0.041], [0.154, 0.000, 0.102], [0.018, 0.046, -0.150], [0.007, -0.038, 0.043], [-0.035, -0.039, 0.056], [0.074, -0.026, -0.025], [-0.043, -0.040, -0.006], [0.022, -0.001, -0.056], [-0.051, 0.047, 0.004], [0.069, -0.022, 0.084], [-0.024, 0.096, 0.053], [0.041, -0.038, 0.042], [0.041, -0.025, -0.051], [0.030, -0.091, -0.046], [0.033, 0.080, 0.013], [0.024, 0.079, -0.003], [-0.063, -0.003, -0.008], [-0.085, -0.039, 0.014], [0.049, 0.064, 0.027], [-0.035, -0.071, 0.055], [-0.018, 0.094, -0.002], [-0.023, -0.035, 0.087], [-0.009, -0.011, 0.111], [0.006, 0.006, -0.091]]}